# C21H30F7N3O3

A cluster of 2 separate species, C21H30F7N3O3 in total in a non-equilibrium geometry (wB97M-V/def2-TZVPD, the Open Molecules 2025 dataset).

```
64
Properties=species:S:1:pos:R:3
C 1.51752 3.63790 1.54141
C 1.92003 2.31547 0.97024
C 2.85837 1.49956 1.59816
C 3.18774 0.25818 1.05868
C 2.59973 -0.25554 -0.11445
C 3.04583 -1.63525 -0.56826
C 4.56946 -1.63056 -0.74404
C 2.41765 -2.19032 -1.83997
C 1.63723 0.56790 -0.71466
O 0.99464 0.16530 -1.89328
C -0.34850 -0.24031 -1.85528
C -1.29826 0.88137 -2.37513
C -0.47894 1.77963 -3.29797
C -1.18968 2.89884 -4.00904
F 0.01742 0.90594 -4.25287
N -2.38076 0.27909 -3.18359
C -3.51156 0.92356 -3.03995
N -4.60576 0.64802 -3.79790
N -3.47767 1.86442 -2.05139
C -2.18075 1.62719 -1.32799
C -2.59843 0.79420 -0.10639
F -3.03484 -0.40327 -0.50603
F -3.59241 1.40305 0.52268
F -1.60568 0.62758 0.73424
C 1.32806 1.82876 -0.20487
H 1.26526 4.33562 0.75179
H 0.63401 3.51211 2.15953
H 2.29508 4.05688 2.16364
H 3.31354 1.82345 2.51704
H 3.90188 -0.34938 1.58515
H 2.82736 -2.32168 0.24464
H 4.89030 -2.52217 -1.26411
H 5.09532 -1.54346 0.19573
H 4.86331 -0.78462 -1.35862
H 1.38765 -2.48871 -1.68680
H 2.46762 -1.48756 -2.65871
H 2.96009 -3.08103 -2.13158
H -0.43773 -1.06787 -2.55169
H -0.63273 -0.61217 -0.88448
H 0.33920 2.20325 -2.73137
H -0.48269 3.39638 -4.65516
H -2.01232 2.54702 -4.62384
H -1.56277 3.63151 -3.30074
H -2.17377 -0.13114 -4.08558
H -5.09742 -0.22305 -3.72614
H -5.02140 1.37909 -4.34341
H -3.55703 2.81034 -2.40245
H -1.81632 2.56837 -0.94063
H 0.61698 2.45696 -0.71826
C -1.15846 -0.87108 3.48608
C -0.05400 -1.85519 3.10532
O 0.62604 -2.48927 4.14544
C -0.00166 -3.74651 4.64863
O -0.41582 -4.56438 3.74513
C -1.13151 -3.39375 5.66248
F -0.86089 -2.31765 6.45927
F -1.30706 -4.43198 6.50701
F -2.34253 -3.15647 5.12046
H -0.86549 -0.25747 4.34039
H -1.34960 -0.22507 2.63520
H -2.08900 -1.37454 3.73748
H 0.71194 -1.27971 2.58112
H -0.43140 -2.60635 2.39703
H 0.81557 -4.08941 5.33265
```

The LUMO energy is -2.40 eV. The value obtained for the highest occupied orbital energy is -5.24 eV. The largest force on an atom comes out at 1.194 eV Å⁻¹. Its net charge is 0. For the energy above the lowest of the compared OMol25 structures with the same formula, charge and spin, the calculation gives 0.0 kJ/mol.



# C21H30N2O4S

An isolated molecule of C21H30N2O4S (wB97M-V/def2-TZVPD, the Open Molecules 2025 dataset).

```
58
Properties=species:S:1:pos:R:3
C -0.78393 2.50252 -1.62561
C 0.03213 1.42078 -0.98788
C 1.00843 1.78065 -0.06666
C 1.81226 0.80610 0.50635
C 2.89432 0.83286 1.44690
C 3.31192 -0.47237 1.61455
N 2.56107 -1.29785 0.84306
C 1.63669 -0.55259 0.14752
C 0.66282 -0.92744 -0.75654
C -0.12728 0.06711 -1.30440
S -1.32860 -0.64112 -2.43154
O -2.29475 0.31412 -2.91826
O -0.62813 -1.40352 -3.42359
N -2.04820 -1.75097 -1.39105
C -2.85531 -2.74543 -2.07604
C -4.22217 -2.20882 -2.50802
C -5.12384 -1.89939 -1.30560
O -4.61952 -0.91640 -0.42551
C -4.76508 0.44884 -0.82183
C -6.21460 0.92351 -0.70348
C -3.86281 1.25279 0.11086
C 4.40831 -0.90408 2.51374
C 4.61255 0.14720 3.62236
C 5.90928 -0.15851 4.37463
C 3.43815 0.10492 4.60236
C 4.70890 1.54090 2.98492
C 3.49861 1.94475 2.15301
O 3.11941 3.09508 2.08260
H -1.62816 2.09316 -2.16758
H -1.13513 3.20265 -0.87004
H -0.16178 3.05713 -2.32774
H 1.15246 2.81564 0.20134
H 2.66281 -2.29756 0.77900
H 0.49734 -1.94855 -1.05673
H -2.62023 -1.27044 -0.70285
H -2.97867 -3.59974 -1.40185
H -2.27647 -3.05801 -2.94787
H -4.72540 -2.95230 -3.12810
H -4.06695 -1.30910 -3.10476
H -6.12354 -1.62440 -1.66367
H -5.21859 -2.79683 -0.68474
H -4.41624 0.57660 -1.85530
H -6.86578 0.39381 -1.39456
H -6.57491 0.76036 0.30990
H -6.26901 1.98361 -0.93348
H -3.94786 2.31167 -0.11368
H -2.82514 0.95251 -0.01246
H -4.15704 1.07944 1.14323
H 4.18955 -1.88161 2.95095
H 5.33346 -1.00145 1.93447
H 6.06319 0.56259 5.17335
H 6.76625 -0.11442 3.70587
H 5.86902 -1.15213 4.81594
H 3.56761 0.85773 5.37590
H 3.37555 -0.86969 5.08235
H 2.49872 0.30121 4.09165
H 4.86539 2.30002 3.75300
H 5.57112 1.57255 2.31118
```

The LUMO energy is 0.43 eV. The value obtained for the highest occupied orbital energy is -8.41 eV. The largest force on an atom comes out at 0.956 eV Å⁻¹. Its net charge is 0. For the energy above the lowest of the compared OMol25 structures with the same formula, charge and spin, the calculation gives 2.4 kJ/mol.



# C21H30N2O7P2

A cluster of 3 separate species, C21H30N2O7P2 in total in a non-equilibrium geometry (wB97M-V/def2-TZVPD, the Open Molecules 2025 dataset).

```
62
Properties=species:S:1:pos:R:3
C 2.91031 -0.19710 0.35340
C 1.93197 -0.69804 1.44605
P 0.44624 -1.66561 0.90335
C 1.05013 -2.61387 -0.55591
P -0.96663 -0.25602 -0.00498
C -0.64000 1.35583 0.83983
C 0.42386 2.17448 0.06728
C 0.07511 3.62626 -0.02312
O 0.61124 4.49425 0.62560
O -0.92181 3.89961 -0.90812
C -2.60494 -0.77991 0.67710
C -3.72344 -0.22526 -0.20199
C -5.08556 -0.77471 0.19669
O -3.72016 1.20544 -0.17989
H 2.52623 -0.33474 -0.65653
H 3.86914 -0.71378 0.42341
H 3.12852 0.86188 0.49474
H 2.46708 -1.36986 2.11812
H 1.57333 0.15689 2.02091
H 0.84593 -3.66544 -0.35236
H 2.12744 -2.50392 -0.68648
H 0.53437 -2.30979 -1.46794
H -1.58528 1.88858 0.92961
H -0.26643 1.17388 1.85056
H 0.53028 1.75873 -0.93726
H 1.38507 2.10175 0.56959
H -0.65932 4.67191 -1.42569
H -2.72572 -0.41136 1.70212
H -2.65825 -1.87015 0.68162
H -3.52316 -0.52170 -1.23664
H -5.16390 -1.83948 -0.02644
H -5.28706 -0.59654 1.25687
H -5.86148 -0.25972 -0.37868
H -4.46782 1.50454 0.34645
O -1.95919 -3.79932 0.06851
N -1.69328 -4.93679 0.40874
O -0.59864 -5.31126 0.76459
C -2.78327 -5.92671 0.37839
C -4.03304 -5.53159 -0.06030
C -5.04947 -6.47188 -0.10115
C -4.80459 -7.77995 0.29577
C -3.54235 -8.15250 0.73883
C -2.51739 -7.22142 0.78209
H -4.20754 -4.51132 -0.36650
H -6.03274 -6.18314 -0.44548
H -5.60014 -8.51199 0.25846
H -3.35399 -9.17062 1.04962
H -1.53052 -7.49607 1.12243
O 5.37072 5.26972 -3.93545
N 6.08400 5.61419 -3.01609
O 7.28415 5.77342 -3.09554
C 5.44665 5.85489 -1.70954
C 4.08527 5.65007 -1.58260
C 3.49126 5.86175 -0.34840
C 4.26300 6.27393 0.73033
C 5.62802 6.48060 0.57854
C 6.23179 6.27002 -0.65083
H 3.50204 5.32900 -2.43241
H 2.43036 5.70013 -0.22192
H 3.79588 6.43198 1.69322
H 6.22594 6.80386 1.41950
H 7.29176 6.42398 -0.78409
```

The LUMO energy is -0.71 eV. The value obtained for the highest occupied orbital energy is -7.25 eV. The largest force on an atom comes out at 1.117 eV Å⁻¹. Its net charge is 0.



# C21H30N3O

A cluster of 2 separate species, C21H30N3O in total in a non-equilibrium geometry (wB97M-V/def2-TZVPD, the Open Molecules 2025 dataset).

```
55
Properties=species:S:1:pos:R:3
C 0.59608 -0.07514 3.33215
N 1.21816 -0.41803 2.05143
C 2.63353 -0.08440 1.90626
C 0.51134 -1.02886 1.11386
C 1.06693 -1.92141 0.11503
C 2.33609 -2.56400 0.22281
C 2.87948 -3.24165 -0.85847
C 2.14590 -3.43954 -2.03516
C 2.76905 -4.15365 -3.19238
C 0.82822 -2.96978 -2.08818
C 0.30478 -2.22340 -1.04377
H 1.28821 0.56096 3.88785
H -0.34997 0.45670 3.17868
H 0.38079 -0.97920 3.92386
H 2.82865 0.77564 2.55669
H 3.28236 -0.90718 2.23831
H 2.88110 0.17453 0.86873
H -0.58257 -1.01681 1.23634
H 2.89362 -2.52052 1.15877
H 3.89599 -3.64109 -0.80227
H 2.07677 -4.20152 -4.03624
H 3.67828 -3.63801 -3.52413
H 3.06252 -5.17487 -2.91984
H 0.22176 -3.17871 -2.97129
H -0.69937 -1.81604 -1.12509
C -4.09882 -0.53448 -1.32446
C -3.49258 -0.63750 0.05696
N -2.69583 0.53412 0.49070
C -3.50747 1.70844 0.88036
C -3.55329 1.97757 2.37507
C -1.50729 0.78571 -0.24382
C -0.47232 1.44796 0.48711
N 0.48511 2.17731 -0.22261
C 1.05168 1.68358 -1.38184
C 1.97771 2.43366 -2.08116
C 2.39022 3.67948 -1.60789
C 1.86552 4.12672 -0.39216
C 0.95109 3.36669 0.30207
O -1.37035 0.35866 -1.41244
H -4.65310 -1.45313 -1.53955
H -4.78400 0.31740 -1.38719
H -3.30234 -0.41501 -2.06287
H -4.28103 -0.74203 0.81311
H -2.83602 -1.51660 0.11338
H -3.12253 2.59808 0.35733
H -4.52582 1.50941 0.51204
H -4.30191 2.75453 2.56450
H -3.83858 1.07685 2.92980
H -2.59073 2.33897 2.75247
H -0.73644 1.88986 1.44700
H 0.67844 0.72243 -1.71874
H 2.35722 2.01334 -3.01153
H 3.09976 4.28347 -2.17020
H 2.16050 5.08586 0.02900
H 0.50552 3.65463 1.25162
```

The LUMO energy is -3.96 eV. The value obtained for the highest occupied orbital energy is -10.28 eV. The largest force on an atom comes out at 1.281 eV Å⁻¹. Its net charge is +1. For the energy above the lowest of the compared OMol25 structures with the same formula, charge and spin, the calculation gives 84.6 kJ/mol.



# C21H31As2F5N3O2STeZn

A structure of composition C21H31As2F5N3O2STeZn in a non-equilibrium geometry (wB97M-V/def2-TZVPD, the Open Molecules 2025 dataset).

```
67
Properties=species:S:1:pos:R:3
Zn -0.38259 -0.81572 0.50896
C 0.72361 4.43227 -0.01607
As 0.88595 2.61701 -0.73842
C 2.50721 2.90118 -1.82116
C -0.44514 2.78353 -2.17084
C -0.32832 3.77940 -3.13773
C -1.29553 3.95259 -4.11366
C -2.40287 3.11819 -4.14001
C -2.52798 2.11237 -3.19612
C -1.55814 1.93923 -2.20933
As -1.87228 0.57091 -0.84811
C -2.80134 1.62871 0.48725
C -3.33937 -0.46667 -1.58338
H 0.73035 5.18121 -0.80649
H 1.55497 4.61954 0.66289
H -0.20615 4.51363 0.54553
H 2.58201 3.92768 -2.17740
H 2.49476 2.22754 -2.67731
H 3.38367 2.68042 -1.21238
H 0.53632 4.43247 -3.12894
H -1.18964 4.73893 -4.84943
H -3.16952 3.25004 -4.89180
H -3.38810 1.45781 -3.23398
H -3.54493 2.25325 -0.00454
H -2.09022 2.26113 1.01813
H -3.28459 0.96148 1.19980
H -4.25010 0.12791 -1.61930
H -3.49608 -1.30416 -0.90499
H -3.10077 -0.84283 -2.57652
C 0.79761 -0.39028 5.40902
N 1.71226 -0.70454 4.32251
C 2.92601 -1.35152 4.43980
C 3.44179 -1.47682 3.21047
N 2.53089 -0.90074 2.31808
C 1.45902 -0.42223 3.03169
S 0.08447 0.41015 2.52700
C 2.76488 -0.79924 0.92934
C 4.07709 -0.79129 0.46184
C 4.30340 -0.73145 -0.89685
C 3.21841 -0.66096 -1.76099
C 1.95841 -0.65558 -1.21002
N 1.72489 -0.73531 0.10812
H 1.23446 -0.74173 6.33911
H -0.15742 -0.88326 5.23663
H 0.63340 0.68407 5.46133
H 3.31643 -1.68141 5.38562
H 4.34021 -1.96935 2.89192
H 4.90526 -0.80548 1.15359
H 5.31526 -0.72620 -1.27841
H 3.34705 -0.60547 -2.83202
H 1.07849 -0.57995 -1.83769
C -1.75946 -3.99534 -1.82334
C -0.44237 -3.24792 -1.78547
O -0.13052 -2.77657 -0.46034
H -1.90377 -4.43892 -2.80838
H -2.59795 -3.33326 -1.61043
H -1.76865 -4.79709 -1.08332
H -0.47728 -2.36235 -2.42247
H 0.37437 -3.88544 -2.13074
H -0.31309 -3.49592 0.16593
F -1.12855 -4.06984 1.90339
Te -2.39836 -2.79240 2.53605
F -3.57267 -1.69708 3.47253
F -1.05279 -2.32807 3.76448
F -2.84102 -4.11197 3.76328
F -3.67532 -3.62345 1.45701
O -2.05004 -1.56485 1.28711
```

The LUMO energy is -2.90 eV. The value obtained for the highest occupied orbital energy is -11.08 eV. The largest force on an atom comes out at 1.591 eV Å⁻¹. Its net charge is +1.



# C21H31BN3O3PdS

A structure of composition C21H31BN3O3PdS (wB97M-V/def2-TZVPD, the Open Molecules 2025 dataset).

```
61
Properties=species:S:1:pos:R:3
Pd -0.41042 1.11914 -0.41863
C 4.10712 -0.69513 -3.00261
C 2.82942 -0.23830 -3.28914
C 1.91798 -0.06643 -2.25998
C 2.29403 -0.36020 -0.95630
C 3.57402 -0.81695 -0.65645
C 4.47522 -0.98015 -1.69221
N 1.30183 -0.16592 0.05073
N 1.58608 -0.52716 1.19351
C 0.58510 -0.32340 2.19154
C 0.79384 -0.99927 3.38587
C -0.15758 -0.86573 4.38072
C -1.26118 -0.05927 4.14407
C -1.36806 0.58407 2.92393
N -0.45897 0.46072 1.95760
H 4.82467 -0.83016 -3.80074
H 2.54370 -0.01458 -4.30755
H 0.91182 0.29242 -2.45571
H 3.85234 -1.03404 0.36399
H 5.47608 -1.33056 -1.47923
H 1.67664 -1.61066 3.50161
H -0.03989 -1.38054 5.32435
H -2.02873 0.08257 4.89160
H -2.21135 1.23083 2.71231
C 2.26909 5.59433 0.81307
C 0.84004 5.60962 0.29958
S 0.05563 4.01606 0.56914
O 0.70997 3.08336 -0.44216
C -1.58621 4.39617 -0.09740
C -2.56248 4.76021 1.01000
H 2.76376 6.52665 0.54545
H 2.82830 4.77404 0.36435
H 2.30138 5.49086 1.89729
H 0.78746 5.80887 -0.77222
H 0.21388 6.33560 0.82540
H -1.88718 3.48086 -0.61655
H -1.49232 5.18241 -0.84765
H -2.68140 3.93859 1.71639
H -3.53805 4.98676 0.58198
H -2.23480 5.63871 1.56694
C -3.73167 -3.05851 -0.32411
C -3.10055 -1.95246 -1.14072
C -2.79725 -2.42241 -2.55413
O -1.80583 -1.60721 -0.52758
B -1.66822 -0.28246 -0.71337
O -2.76374 0.38292 -1.20984
C -3.86714 -0.59228 -1.09925
C -4.53924 -0.32931 0.23910
C -4.82454 -0.36481 -2.24704
H -3.12517 -3.95992 -0.40123
H -4.72789 -3.28774 -0.70619
H -3.81277 -2.78705 0.72622
H -2.11029 -3.26631 -2.50705
H -2.33234 -1.63047 -3.14309
H -3.70451 -2.74593 -3.06342
H -3.84136 -0.48289 1.06458
H -5.39565 -0.98657 0.38668
H -4.89080 0.70188 0.26297
H -4.31387 -0.39239 -3.20652
H -5.30600 0.60642 -2.13775
H -5.60367 -1.12932 -2.24274
```

The LUMO energy is -3.66 eV. The value obtained for the highest occupied orbital energy is -11.36 eV. The largest force on an atom comes out at 0.719 eV Å⁻¹. Its net charge is +1. For the energy above the lowest of the compared OMol25 structures with the same formula, charge and spin, the calculation gives 100.8 kJ/mol.



# C21H31BN4O9Pb2

A structure of composition C21H31BN4O9Pb2 in a non-equilibrium geometry (wB97M-V/def2-TZVPD, the Open Molecules 2025 dataset).

```
68
Properties=species:S:1:pos:R:3
Pb -19.14858 -4.32575 -8.69107
Pb -17.41618 -2.38535 -11.65931
O -22.22273 -3.95023 -7.17809
C -21.79887 -3.68986 -6.07787
O -22.37887 -3.82341 -4.92238
B -21.47386 -3.31687 -3.85535
O -20.24356 -2.91224 -4.57795
C -20.40999 -3.06670 -5.86111
O -19.67208 -2.68057 -6.75676
O -21.26254 -4.37763 -2.88044
C -21.85631 -4.08647 -1.72630
O -21.75042 -4.69879 -0.70634
C -22.43910 -2.71486 -1.85649
O -22.17460 -2.27926 -3.09158
O -23.11123 -2.20550 -1.01166
C -16.36019 -2.24599 -8.14748
O -17.11954 -2.77440 -9.23856
H -15.32542 -2.58438 -8.19243
H -16.38234 -1.15413 -8.11130
H -16.95369 -2.56454 -7.28890
C -14.25633 -5.41687 -7.46501
C -14.04052 -5.32540 -8.98626
C -14.77688 -6.41955 -9.79938
C -16.20810 -6.23485 -9.79979
N -17.35584 -6.11676 -9.83694
H -15.00413 -4.67166 -7.18466
H -13.40080 -4.94127 -6.98226
H -14.41377 -6.41139 -7.05807
H -12.97178 -5.38966 -9.18216
H -14.41869 -4.36650 -9.34423
H -14.58490 -7.46597 -9.55347
H -14.54776 -6.34804 -10.86858
C -12.40210 1.15195 -7.77617
C -13.76296 0.71671 -8.39933
C -13.45651 -0.02808 -9.69070
C -14.67370 -0.22233 -10.50045
N -15.62305 -0.49124 -11.09347
H -11.78366 1.75731 -8.43522
H -11.74897 0.36124 -7.40118
H -12.64446 1.63605 -6.82923
H -14.34316 1.63876 -8.45726
H -14.33718 0.17020 -7.64952
H -13.12990 -1.04163 -9.45255
H -12.74831 0.50072 -10.32832
C -12.15889 -2.41279 -6.17326
C -11.33762 -3.33400 -5.26730
C -10.91988 -2.58209 -4.01574
C -10.13436 -1.35241 -4.27653
N -9.52748 -0.40619 -4.50952
H -11.57125 -1.61010 -6.61008
H -12.93160 -1.98708 -5.52536
H -12.69830 -3.00631 -6.91277
H -10.46124 -3.65840 -5.84016
H -11.79876 -4.31829 -5.17069
H -10.39987 -3.16022 -3.25430
H -11.86122 -2.19738 -3.61235
C -15.89423 -2.65614 -3.91736
C -15.92776 -4.13380 -3.47375
C -17.29441 -4.78075 -3.75673
C -17.50190 -4.97758 -5.20001
N -17.69190 -5.14375 -6.32118
H -16.47196 -2.48858 -4.83126
H -14.87827 -2.28361 -4.03454
H -16.42985 -2.01169 -3.21863
H -15.64971 -4.18072 -2.41898
H -15.08015 -4.70835 -3.85392
H -18.20347 -4.27690 -3.42624
H -17.23902 -5.79432 -3.35257
```

The LUMO energy is -9.85 eV. The value obtained for the highest occupied orbital energy is -12.90 eV. The largest force on an atom comes out at 3.356 eV Å⁻¹. Its net charge is +2.